Entry 1:
16
Properties=species:S:1:pos:R:3 method="wB97M-V/def2-TZVPD" mol_weight_g_mol=93.125 charge=-1 total_energy_ev=-8969.4210 multiplicity=1
H 1.7531 -1.3233 -1.1670
C 0.4914 -0.2358 -0.0136
H -0.7542 -0.0258 -1.7164
H -0.9942 -1.5150 -0.8454
N 1.6314 -0.3357 -0.8851
H 0.2225 -0.1544 2.1272
H 1.5725 0.8552 1.5103
H -2.8197 -0.4303 -0.1030
H 2.4771 -0.0486 -0.3543
H -0.1754 1.3435 1.3162
F 0.4462 2.1116 -0.9794
C 0.5437 0.5139 1.3104
H 0.5858 -1.5002 0.5145
C -0.8621 -0.4267 -0.6890
N -1.9705 0.0865 0.0969
H -2.1477 1.0852 -0.1224

---

Entry 2:
79
Properties=species:S:1:pos:R:3 method="wB97M-V/def2-TZVPD" mol_weight_g_mol=706.137 charge=+1 total_energy_ev=-70508.7689 e_above_lowest_ev=0.9457 multiplicity=1
H 1.5405 -4.3052 6.5256
H 1.9410 6.0435 2.8099
H -0.9393 3.9699 0.8066
C 4.9618 3.9532 -2.3480
C 3.5289 -1.8562 1.1786
H 1.4512 -1.8765 6.1377
C -2.3510 1.0979 0.5063
S -0.0852 -2.7126 0.9380
H 0.4533 -2.3415 -2.0369
H 2.6718 4.5562 0.9844
H 4.5819 -0.1580 3.9124
N 0.5029 -3.6393 3.4341
H 1.5360 -5.3698 5.0940
C 3.6800 3.7007 -2.8133
H -0.0665 -0.9719 -2.5124
C -4.2260 5.2534 0.4254
H -3.8083 6.0462 -0.1957
C -4.2854 0.6634 -0.8042
C 2.7662 3.0420 -2.0014
O 0.5213 -1.3939 -1.8757
Pd 0.2750 -0.5051 0.7263
H 0.0226 -4.9328 5.8644
H 1.7647 2.8295 -2.3546
C -2.3763 4.1043 -0.8074
C 0.4852 2.4800 2.5418
H -1.3306 5.6238 0.3322
H 4.7431 2.5506 0.7239
C -1.1648 4.6127 -0.0440
C 1.9504 4.2025 1.7096
H 4.6615 -2.4148 2.9069
H 0.0676 1.4807 2.4749
C 0.6041 4.6015 3.6627
P 1.9216 1.8095 0.2786
C 3.4104 0.6769 2.3259
H -4.3192 -1.3090 -1.6640
N 0.5363 -1.3152 2.9735
C 2.7799 0.4362 1.1046
O 0.7207 1.3093 -0.5104
C -2.5611 -0.9529 -0.5032
H 5.6699 4.4764 -2.9776
H 6.3486 3.7296 -0.7239
H -5.2891 5.1708 0.1997
N -3.5770 4.0041 0.0165
C -3.7761 -0.5979 -1.0575
C 3.1434 2.6403 -0.7205
C 0.8808 -3.3847 4.6949
H -1.7551 1.7463 1.1371
C 1.4267 2.9172 1.6039
C 0.0770 3.3171 3.5646
H -2.1656 3.1282 -1.2410
C 4.4385 2.8818 -0.2618
H -2.5959 4.7815 -1.6361
H -5.2419 0.9724 -1.2062
H -0.2912 4.6338 -0.6985
H -2.1494 -1.9406 -0.6527
H 2.4722 -1.0088 -0.4883
C 4.0908 -0.3473 2.9665
H 0.2845 5.2560 4.4633
C 0.9345 -1.0600 4.2184
C 1.0168 -4.5622 5.6075
H -4.5185 4.8173 2.5163
H 3.3911 4.0149 -3.8074
C 0.3580 -2.5903 2.6500
O -5.2008 2.8192 1.0541
C 1.1252 -2.0808 5.1277
H 1.0884 -0.0189 4.4811
C 4.1366 -1.6154 2.4000
H -0.6515 2.9725 4.2876
C 5.3436 3.5402 -1.0766
H -2.9789 5.6254 2.1623
C -4.0380 5.5754 1.9008
H 3.3563 1.6570 2.7839
C 1.5357 5.0429 2.7372
C -3.5561 1.5372 -0.0125
C -4.1699 2.8504 0.4027
H 3.5883 -2.8385 0.7286
H -4.4933 6.5397 2.1298
C 2.8504 -0.8407 0.5154
N -1.8573 -0.1195 0.2691

---

Entry 3:
17
Properties=species:S:1:pos:R:3 method="wB97M-V/def2-TZVPD" mol_weight_g_mol=104.129 charge=-1 smiles=C[C@@H](O)[C@H](N)C[O-] total_energy_ev=-9894.6281 e_above_lowest_ev=2.8175 multiplicity=1
N 0.7338 0.3454 -1.2830
H -0.2085 2.6698 0.9256
C 0.5433 0.1254 0.2077
H 1.0679 -1.4497 1.5275
C -0.9760 2.1342 0.3855
H 1.5976 -0.1828 -1.4486
H 0.1128 -0.3596 -1.6955
H -1.1066 0.4209 1.6726
O -1.9505 -0.0289 -0.0616
H -1.9781 -0.9276 0.2935
C -0.8470 0.6220 0.5923
H -1.9931 2.4767 0.6720
H -0.1264 -1.9193 0.1816
O 1.8772 -1.8852 -0.2711
H 1.2298 0.8649 0.6069
C 0.8575 -1.3702 0.4232
H -0.9314 2.3116 -0.6920

---

no.,HOMO-LUMO gap (eV)
1,7.63
2,7.08
3,6.58